The following is a DFT calculation (wB97M-V/def2-TZVPD) of 2 unconnected molecules or ions with the total composition C9H15P.

```
25
Properties=species:S:1:pos:R:3:forces:R:3
C 0.807 -0.675 1.409 0.668 0.454 -3.279
C 1.405 0.152 0.278 1.098 0.012 1.007
C 0.625 1.012 -0.330 0.568 -0.400 -0.768
P -0.479 1.965 -1.094 0.908 -0.415 0.874
C -0.379 3.423 0.097 0.878 -0.687 -0.958
C 0.910 3.528 0.901 -1.567 2.934 0.094
H -0.214 -0.577 1.450 -2.440 0.466 0.255
H 1.015 -1.661 1.159 0.454 -2.141 -0.085
H 1.264 -0.411 2.268 1.392 0.711 3.066
H 2.558 -0.021 0.262 -2.152 0.821 -0.759
H -0.639 4.199 -0.592 0.503 1.194 -0.176
H -1.270 3.312 0.627 -1.382 -0.201 1.558
H 1.703 3.667 0.252 1.616 0.972 -1.691
H 1.022 4.277 1.718 -0.689 -0.182 -0.724
H 1.228 2.658 1.291 0.226 -3.331 1.765
C -2.126 -2.663 -0.384 -1.019 -0.921 -2.245
C -1.103 -2.294 -1.378 0.126 -1.504 0.544
C -0.312 -1.509 -1.995 0.774 2.179 -1.257
C -0.075 -2.953 -2.261 2.851 0.591 3.845
H -2.299 -3.736 -0.215 0.491 0.310 -0.331
H -3.077 -2.255 -0.708 -0.316 0.209 0.148
H -1.844 -2.222 0.489 0.438 1.211 2.776
H 0.056 -0.504 -2.312 -0.613 -1.237 0.527
H 0.890 -3.442 -1.821 -1.759 0.707 -0.657
H -0.406 -3.353 -3.110 -1.054 -1.749 -3.530
```
Positions in Å, forces in eV/Å.

SMILES = CC=C=PCC.CC1=CC1
Highest occupied orbital energy = -8.745 eV
HOMO-LUMO gap = 9.30 eV
Molar mass = 154.2 g mol⁻¹
Energy relative to the best compared isomer or geometry (same formula, charge and spin) = 387.3 kJ/mol

---

The following is a DFT calculation (wB97M-V/def2-TZVPD) of a molecular structure, C10H25AuN3O2S2.

```
43
Properties=species:S:1:pos:R:3:forces:R:3
Au -0.137 0.019 0.071 1.097 -0.427 -1.738
S 1.592 -1.456 1.102 1.560 -0.482 -0.553
S -0.284 2.320 -0.800 0.918 0.903 -1.245
C 3.275 -0.764 1.026 -0.102 0.040 0.537
C 1.521 -2.424 -0.441 -0.248 -0.499 0.173
C 1.499 -1.588 -1.700 0.483 0.045 -0.341
N 0.325 -0.678 -1.742 0.084 -1.152 -2.354
C 0.501 0.428 -2.719 0.468 0.094 -0.372
C -0.450 1.572 -2.455 -0.544 0.143 -0.148
H 0.620 -3.037 -0.351 0.064 -0.034 0.032
H 2.376 -3.104 -0.454 0.044 0.022 0.070
H 1.524 -2.246 -2.580 -0.093 0.105 0.215
H 2.395 -0.968 -1.747 -0.005 0.021 -0.042
H 0.373 0.072 -3.751 -0.063 0.044 0.238
H 1.530 0.778 -2.634 0.022 -0.040 -0.010
H -1.494 1.249 -2.517 0.017 0.077 -0.024
H -0.310 2.360 -3.199 0.014 0.057 0.044
C 1.342 3.133 -0.924 -0.218 0.278 0.390
H -0.480 -1.226 -2.037 0.015 -0.145 -0.302
H 2.146 2.434 -1.142 -0.136 -0.144 -0.077
H 1.535 3.611 0.041 -0.114 -0.104 -0.144
H 1.294 3.912 -1.695 -0.156 -0.182 0.041
H 3.412 -0.157 1.926 -0.097 -0.132 -0.129
H 3.434 -0.139 0.150 -0.164 -0.087 -0.113
H 4.002 -1.584 1.046 -0.231 -0.024 -0.045
C -4.626 -3.073 -1.334 0.099 0.397 0.708
C -4.933 -2.627 -0.107 0.509 -0.072 -0.661
H -4.114 -4.018 -1.481 -0.132 -0.009 0.011
H -4.880 -2.506 -2.223 -0.098 -0.079 0.042
H -4.682 -3.197 0.781 -0.129 -0.074 -0.026
H -5.449 -1.685 0.039 -0.131 -0.077 -0.024
C 1.370 2.512 3.768 0.177 0.043 -0.132
O 0.080 1.817 3.537 -0.994 0.676 2.443
C -0.208 1.180 2.508 2.697 0.066 -2.593
O 0.701 1.161 1.550 -1.782 0.595 3.053
N -1.400 0.548 2.405 -0.496 -0.875 -1.294
N -1.825 -0.232 1.233 0.687 1.769 2.879
H 1.314 2.974 4.760 -0.315 -0.313 -0.358
H 1.489 3.275 2.997 -0.008 -0.164 0.111
H 2.166 1.767 3.740 -0.140 0.129 -0.038
H -2.063 0.579 3.135 -0.677 0.241 1.177
H -1.895 -1.207 1.457 -0.893 -0.430 0.354
H -2.588 0.216 0.761 -0.988 -0.203 0.246
```
Positions in Å, forces in eV/Å.

Multiplicity = 3
Charge = +3
Highest occupied orbital energy (spin up / spin down) = -17.063 / -17.063 eV
HOMO-LUMO gap (spin up / spin down) = 7.97 / 2.63 eV
Expectation value of S² = 2.01
Molar mass = 480.4 g mol⁻¹
Energy relative to the best compared isomer or geometry (same formula, charge and spin) = 0.0 kJ/mol

---

The following is a DFT calculation (wB97M-V/def2-TZVPD) of a gas-phase ion, C14H23N2OS (charge +1).

```
41
Properties=species:S:1:pos:R:3:forces:R:3
C 4.378 0.918 1.600 -0.211 -0.196 0.244
C 4.396 0.912 0.402 0.209 0.000 -0.210
C 4.479 0.915 -1.061 -0.052 0.135 -0.089
C 3.201 0.388 -1.723 -0.115 -0.018 0.178
C 2.965 -1.120 -1.483 -0.175 -0.080 -0.077
C 1.654 -1.340 -0.760 -0.124 0.458 0.347
C 1.604 -0.992 0.718 0.160 -0.818 -0.017
N 0.216 -1.367 1.073 -0.115 0.111 -0.029
C -0.589 -0.579 2.017 0.103 0.030 0.190
C -0.820 0.851 1.542 0.012 0.092 -0.110
C -1.503 1.029 0.169 -0.220 -0.003 -0.004
C -2.374 -0.138 -0.328 0.001 -0.058 -0.501
N -3.469 0.280 -1.208 -0.213 0.411 0.155
C -4.771 0.201 -0.628 -0.003 -0.053 -0.177
C -5.364 1.492 -0.111 -0.147 -0.219 -0.309
O -5.332 -0.858 -0.546 0.187 -0.067 0.377
C -0.148 -2.456 0.480 0.176 0.033 -0.166
S 0.967 -3.058 -0.682 -0.386 0.136 -0.083
H 4.338 0.866 2.664 0.097 0.123 -0.090
H 4.664 1.936 -1.404 0.024 -0.053 0.054
H 5.338 0.316 -1.375 -0.018 0.034 0.021
H 2.352 0.958 -1.327 0.052 0.032 -0.061
H 3.231 0.598 -2.792 0.076 -0.047 0.032
H 2.900 -1.629 -2.447 0.191 -0.089 0.092
H 3.786 -1.549 -0.903 -0.011 -0.087 -0.105
H 0.845 -0.778 -1.243 0.187 -0.016 -0.228
H 2.215 -1.740 1.243 0.261 0.365 0.118
H 1.917 0.004 1.016 -0.358 0.105 -0.149
H -0.041 -0.567 2.962 -0.062 -0.009 -0.014
H -1.530 -1.102 2.182 0.085 -0.083 -0.053
H 0.128 1.394 1.537 -0.026 -0.038 0.063
H -1.422 1.331 2.317 -0.003 -0.105 0.002
H -0.757 1.253 -0.599 0.001 0.003 0.044
H -2.143 1.913 0.231 0.107 0.016 0.013
H -2.825 -0.688 0.501 0.043 -0.068 -0.058
H -1.745 -0.820 -0.910 -0.018 -0.189 0.251
H -3.312 1.189 -1.626 0.144 0.043 0.196
H -6.319 1.276 0.363 0.028 0.084 -0.029
H -5.521 2.179 -0.947 0.040 0.082 0.097
H -4.679 1.953 0.602 -0.025 0.057 -0.042
H -1.112 -2.915 0.667 0.097 -0.055 0.127
```
Positions in Å, forces in eV/Å.

Charge = +1
Highest occupied orbital energy = -12.289 eV
HOMO-LUMO gap = 8.29 eV
Molar mass = 267.4 g mol⁻¹
Energy relative to the best compared isomer or geometry (same formula, charge and spin) = 214.5 kJ/mol

---

The following is a DFT calculation (wB97M-V/def2-TZVPD) of 2 unconnected molecules or ions with the total composition Cl3HN2.

```
6
Properties=species:S:1:pos:R:3:forces:R:3
N -0.256 1.010 0.468 0.611 0.785 -0.815
N 0.888 -2.248 0.851 0.677 0.215 -0.449
Cl -1.153 0.558 1.748 -0.464 -0.366 0.427
Cl 0.806 -2.031 2.495 -0.136 -0.193 0.426
Cl -0.545 -2.763 0.166 -0.450 -0.148 0.074
H 0.070 0.180 -0.039 -0.237 -0.293 0.337
```
Positions in Å, forces in eV/Å.

Highest occupied orbital energy (spin up / spin down) = -10.017 / -9.938 eV
HOMO-LUMO gap (spin up / spin down) = 8.31 / 8.98 eV
Molar mass = 135.4 g mol⁻¹
Energy relative to the best compared isomer or geometry (same formula, charge and spin) = 156.3 kJ/mol